{"formula": "C17H13F5IrN3Se3", "method": "the ωB97M-V functional and the def2-TZVPD basis", "energy_ev": -234762.0642, "fmax_ha_per_bohr": 0.00305, "orbital_gap_ev": [6.4, 7.2], "s_squared": 8.80, "total_charge": 1, "spin_multiplicity": 6, "lumo_energy_ev": [-3.725, -4.907], "elements": ["Ir", "Se", "Se", "C", "C", "C", "C", "C", "N", "C", "C", "C", "C", "C", "N", "H", "H", "H", "H", "H", "H", "H", "H", "N", "H", "H", "H", "C", "H", "H", "F", "C", "C", "F", "C", "F", "C", "Se", "C", "F", "C", "F"], "coordinates": [[-0.032, 0.083, 0.718], [-2.051, -2.235, 2.591], [-2.616, -2.613, 0.387], [-0.902, -2.740, -0.466], [-0.725, -3.821, -1.318], [0.451, -3.939, -2.035], [1.440, -2.985, -1.855], [1.202, -1.950, -0.979], [0.045, -1.813, -0.303], [-2.616, -0.394, 2.679], [-3.643, -0.051, 3.541], [-4.104, 1.257, 3.530], [-3.555, 2.153, 2.631], [-2.529, 1.726, 1.808], [-2.044, 0.481, 1.855], [-1.507, -4.563, -1.402], [0.599, -4.770, -2.711], [2.383, -3.034, -2.380], [1.944, -1.178, -0.815], [-4.086, -0.799, 4.183], [-4.904, 1.558, 4.194], [-3.909, 3.173, 2.558], [-2.071, 2.386, 1.086], [1.081, -0.716, 2.541], [0.715, -0.310, 3.397], [2.075, -0.507, 2.524], [0.984, -1.722, 2.633], [-0.928, 0.731, -0.944], [-1.124, 0.051, -1.770], [-1.138, 1.776, -1.153], [-2.686, 5.808, -2.047], [-1.634, 5.457, -1.330], [-1.583, 5.477, 0.050], [-2.560, 5.858, 0.859], [-0.338, 4.856, 0.546], [0.284, 5.468, 1.580], [-0.003, 3.465, 0.223], [0.926, 2.182, 1.213], [0.424, 4.451, -0.773], [1.742, 4.696, -0.938], [-0.482, 4.897, -1.849], [-0.233, 4.681, -3.125]]}



{"formula": "C17H13MnN7O8Se", "method": "the ωB97M-V functional and the def2-TZVPD basis", "energy_ev": -141311.6197, "fmax_ha_per_bohr": 0.04906, "orbital_gap_ev": [5.5, 5.6], "s_squared": 8.76, "spin_multiplicity": 6, "lumo_energy_ev": [-2.265, -2.287], "elements": ["Mn", "O", "C", "O", "C", "C", "C", "C", "C", "C", "O", "N", "O", "O", "N", "O", "O", "H", "H", "N", "C", "N", "C", "C", "O", "C", "C", "H", "H", "H", "H", "H", "H", "H", "H", "Se", "N", "C", "C", "C", "C", "N", "C", "N", "H", "H", "H"], "coordinates": [[0.575, 0.213, 0.026], [0.302, 4.259, 0.052], [0.255, 3.129, -0.386], [0.565, 2.072, 0.276], [-0.204, 2.902, -1.824], [-0.487, 4.023, -2.577], [-0.901, 3.914, -3.899], [-0.981, 2.660, -4.508], [-0.718, 1.541, -3.764], [-0.341, 1.599, -2.388], [-0.121, 0.501, -1.755], [-0.779, 0.205, -4.344], [0.126, -0.111, -5.079], [-1.708, -0.496, -4.026], [-1.261, 5.083, -4.647], [-1.183, 6.159, -4.094], [-1.639, 4.920, -5.792], [-0.377, 4.998, -2.123], [-1.255, 2.599, -5.550], [-0.720, -0.945, 0.987], [-1.541, -1.543, 1.562], [-2.465, -2.219, 2.155], [-3.436, -1.562, 3.022], [-3.008, -1.759, 4.483], [-2.845, -3.126, 4.781], [-1.869, -3.722, 3.960], [-2.271, -3.627, 2.483], [-4.403, -2.047, 2.853], [-3.504, -0.503, 2.769], [-3.775, -1.384, 5.159], [-2.068, -1.217, 4.668], [-1.791, -4.762, 4.276], [-0.897, -3.226, 4.104], [-3.230, -4.132, 2.327], [-1.513, -4.065, 1.832], [4.645, 1.943, 1.986], [5.621, 0.560, 1.503], [4.850, -0.310, 0.858], [5.213, -1.561, 0.341], [4.218, -2.308, -0.262], [2.921, -1.818, -0.384], [2.530, -0.630, 0.090], [3.472, 0.107, 0.723], [3.177, 1.270, 1.283], [6.230, -1.915, 0.415], [4.434, -3.282, -0.667], [2.159, -2.388, -0.902]]}



{"formula": "C17H13N11O3Ti", "method": "the ωB97M-V functional and the def2-TZVPD basis", "energy_ev": -63491.6330, "fmax_ha_per_bohr": 0.05386, "orbital_gap_ev": [7.1, 7.9], "s_squared": 0.76, "total_charge": -1, "spin_multiplicity": 2, "lumo_energy_ev": [2.451, 2.229], "elements": ["Ti", "C", "O", "C", "C", "C", "C", "C", "C", "N", "N", "C", "O", "C", "C", "C", "C", "C", "C", "C", "O", "H", "H", "H", "H", "H", "H", "H", "H", "H", "H", "H", "H", "N", "C", "N", "N", "N", "N", "C", "N", "N", "N", "N", "H"], "coordinates": [[-0.019, 0.118, 0.109], [-1.607, 3.368, -1.782], [-1.787, 4.244, -0.659], [-1.762, 3.756, 0.588], [-2.446, 4.483, 1.530], [-2.475, 4.098, 2.876], [-1.811, 2.961, 3.258], [-1.120, 2.196, 2.311], [-0.325, 1.068, 2.798], [0.194, 0.238, 1.983], [1.298, -0.585, 2.322], [2.122, -0.610, 1.305], [1.923, 0.049, 0.184], [3.387, -1.391, 1.455], [4.185, -1.608, 0.345], [5.366, -2.334, 0.472], [5.742, -2.842, 1.710], [4.936, -2.626, 2.823], [3.758, -1.902, 2.693], [-1.082, 2.596, 0.965], [-0.340, 1.902, 0.076], [-1.968, 3.928, -2.639], [-2.188, 2.460, -1.661], [-0.564, 3.125, -1.925], [-2.972, 5.368, 1.187], [-3.024, 4.687, 3.602], [-1.814, 2.637, 4.293], [-0.086, 0.981, 3.848], [3.857, -1.227, -0.612], [5.984, -2.514, -0.401], [6.659, -3.414, 1.809], [5.221, -3.024, 3.792], [3.112, -1.729, 3.545], [-2.169, -2.536, 0.429], [-2.772, -1.325, 0.108], [-4.060, -1.172, -0.031], [-4.190, 0.145, -0.404], [-3.036, 0.716, -0.461], [-2.081, -0.223, -0.119], [-0.901, -2.839, -0.039], [-0.453, -4.056, -0.164], [0.817, -3.887, -0.665], [1.090, -2.643, -0.810], [-0.026, -1.912, -0.410], [-2.794, -3.319, 0.479]]}



{"formula": "C17H13N11O7PtS2", "method": "the ωB97M-V functional and the def2-TZVPD basis", "energy_ev": -73472.1760, "fmax_ha_per_bohr": 0.04159, "orbital_gap_ev": 6.4, "lumo_energy_ev": -2.249, "elements": ["Pt", "N", "C", "S", "N", "N", "C", "C", "C", "C", "C", "C", "C", "O", "H", "H", "H", "H", "H", "H", "H", "O", "C", "O", "C", "C", "C", "C", "C", "C", "N", "O", "O", "N", "O", "O", "H", "H", "H", "N", "N", "N", "C", "N", "N", "H", "H", "H", "S", "C", "N"], "coordinates": [[0.563, 0.893, -2.194], [2.656, 4.519, -1.187], [1.759, 3.525, -1.368], [2.000, 2.546, -2.820], [0.821, 3.348, -0.508], [-0.037, 2.313, -0.831], [-1.191, 2.308, -0.266], [-2.285, 1.485, -0.710], [-3.427, 1.436, 0.111], [-4.540, 0.722, -0.255], [-4.534, 0.049, -1.482], [-3.446, 0.108, -2.320], [-2.295, 0.822, -1.958], [-1.298, 0.766, -2.846], [3.328, 4.743, -1.898], [2.488, 5.183, -0.451], [-1.357, 3.038, 0.520], [-3.402, 1.969, 1.053], [-5.405, 0.680, 0.392], [-5.395, -0.537, -1.780], [-3.426, -0.426, -3.260], [-1.435, -3.029, -1.514], [-0.702, -2.182, -1.042], [0.107, -1.407, -1.671], [-0.633, -2.095, 0.482], [-0.491, -0.877, 1.124], [-0.262, -0.846, 2.488], [-0.173, -1.986, 3.260], [-0.393, -3.180, 2.602], [-0.633, -3.260, 1.241], [-0.344, -4.425, 3.398], [-0.623, -5.459, 2.834], [-0.026, -4.326, 4.566], [-0.020, 0.459, 3.111], [-0.586, 1.424, 2.650], [0.775, 0.499, 4.038], [-0.510, 0.040, 0.564], [0.038, -1.955, 4.318], [-0.795, -4.214, 0.761], [3.420, 0.122, 2.112], [3.076, -0.005, 0.785], [3.815, -0.695, -0.056], [3.203, -0.472, -1.208], [2.145, 0.325, -1.017], [2.079, 0.624, 0.272], [3.894, -0.735, 2.379], [2.577, 0.258, 2.669], [3.512, -0.881, -2.153], [0.978, -0.209, -4.243], [2.642, -0.420, -4.319], [3.785, -0.583, -4.375]]}



{"formula": "C17H14ClN6O3SeY", "method": "the ωB97M-V functional and the def2-TZVPD basis", "energy_ev": -111854.8006, "fmax_ha_per_bohr": 0.03422, "orbital_gap_ev": 7.0, "lumo_energy_ev": -1.352, "elements": ["Y", "N", "C", "C", "O", "N", "C", "C", "O", "O", "H", "H", "H", "H", "H", "H", "Se", "N", "C", "C", "C", "C", "C", "N", "C", "C", "N", "C", "C", "C", "C", "C", "N", "H", "H", "H", "H", "H", "H", "Cl", "C", "H", "H"], "coordinates": [[-0.436, 0.013, -0.129], [-0.916, -0.363, 2.325], [-1.981, -1.402, 2.201], [-1.445, -2.497, 1.267], [-1.252, -3.622, 1.712], [-1.151, -2.032, 0.034], [-0.229, -2.850, -0.759], [1.158, -2.170, -0.920], [1.916, -2.528, -1.801], [1.365, -1.176, -0.096], [-0.118, -0.789, 2.788], [-1.247, 0.396, 2.908], [-2.870, -0.925, 1.784], [-2.227, -1.878, 3.148], [-0.613, -3.055, -1.761], [-0.062, -3.817, -0.277], [4.428, 5.720, -3.238], [3.689, 5.483, -1.625], [3.030, 4.361, -1.679], [2.305, 3.797, -0.536], [2.345, 4.400, 0.718], [1.713, 3.787, 1.776], [1.054, 2.588, 1.540], [1.002, 2.004, 0.350], [1.619, 2.595, -0.685], [1.577, 1.913, -2.008], [0.816, 0.812, -2.126], [0.851, 0.125, -3.257], [1.617, 0.508, -4.355], [2.354, 1.663, -4.262], [2.338, 2.385, -3.070], [3.075, 3.644, -2.924], [3.772, 4.186, -3.883], [2.884, 5.331, 0.838], [1.722, 4.212, 2.768], [0.535, 2.079, 2.343], [0.254, -0.778, -3.299], [1.617, -0.099, -5.248], [2.952, 2.024, -5.088], [-2.284, 2.168, 0.739], [-2.283, 1.268, -0.922], [-2.237, 2.076, -1.656], [-3.294, 0.861, -0.990]]}



{"formula": "C17H14F6N5O6RuS3", "method": "the ωB97M-V functional and the def2-TZVPD basis", "energy_ev": -88983.0193, "fmax_ha_per_bohr": 0.01885, "orbital_gap_ev": [7.0, 7.0], "s_squared": 0.76, "spin_multiplicity": 2, "lumo_energy_ev": [-1.201, -1.160], "elements": ["Ru", "N", "C", "S", "N", "N", "C", "C", "C", "C", "C", "C", "N", "H", "H", "H", "H", "H", "H", "H", "F", "C", "F", "F", "S", "O", "O", "N", "S", "O", "O", "C", "F", "F", "F", "C", "C", "O", "C", "C", "C", "C", "C", "C", "O", "H", "H", "H", "H", "H", "H", "H"], "coordinates": [[-1.247, -0.755, 0.001], [-3.610, -3.005, -2.875], [-2.859, -2.586, -1.847], [-3.357, -1.180, -0.953], [-1.797, -3.288, -1.523], [-1.217, -2.729, -0.450], [-0.408, -3.392, 0.303], [-0.263, -2.763, 1.607], [0.579, -3.205, 2.611], [0.574, -2.546, 3.827], [-0.281, -1.470, 4.009], [-1.078, -1.069, 2.957], [-1.102, -1.702, 1.782], [-4.316, -2.400, -3.252], [-3.259, -3.757, -3.444], [-0.054, -4.380, 0.038], [1.235, -4.041, 2.418], [1.236, -2.861, 4.622], [-0.321, -0.928, 4.942], [-1.740, -0.218, 3.045], [4.269, -1.032, -0.730], [3.611, -0.476, -1.750], [4.402, -0.473, -2.817], [3.319, 0.784, -1.427], [2.068, -1.434, -2.056], [1.308, -1.245, -0.841], [2.504, -2.754, -2.382], [1.506, -0.652, -3.314], [0.063, -0.047, -3.381], [-0.408, 0.041, -4.721], [-0.834, -0.630, -2.392], [0.285, 1.708, -2.871], [0.576, 1.776, -1.570], [-0.841, 2.395, -3.083], [1.270, 2.273, -3.557], [-2.435, 3.427, 0.188], [-1.542, 2.270, 0.543], [-2.050, 1.135, 0.383], [-0.216, 2.485, 1.033], [0.241, 3.798, 1.299], [1.495, 4.038, 1.782], [2.356, 2.945, 2.006], [1.956, 1.662, 1.761], [0.653, 1.378, 1.267], [0.331, 0.144, 1.101], [-3.304, 3.045, -0.341], [-1.907, 4.144, -0.439], [-2.764, 3.947, 1.090], [-0.426, 4.631, 1.123], [1.826, 5.047, 1.985], [3.359, 3.125, 2.373], [2.617, 0.820, 1.919]]}